[1]
Here is C4H16FN8O4Zn as an isolated structure at a distorted geometry from the Open Molecules 2025 dataset. Energies are from wB97M-V/def2-TZVPD.

Total energy ... -75654.426 eV
2S+1 ... 2
HOMO-LUMO gap (spin up / spin down) ... 4.96 / 8.43 eV
Expectation value of S² ... 0.751

Positions of all 34 atoms, in Å:
Zn: -1.418091 -1.642349 -0.529190
F: -0.404231 0.040971 -0.079060
C: -3.350741 0.315781 -1.898350
O: -3.007831 -0.648869 -1.264610
N: -2.811921 1.502641 -1.758470
N: -4.325541 0.449111 -2.721860
H: -2.086621 1.686821 -1.080150
H: -3.257671 2.183011 -2.357220
H: -4.627431 1.385981 -2.948250
H: -4.766781 -0.450229 -2.850680
C: 2.469199 1.208051 -1.462300
O: 2.624589 0.662621 -0.391390
N: 3.326669 1.220221 -2.386970
N: 1.284339 1.708361 -1.891630
H: 3.274109 1.841421 -3.181610
H: 4.096429 0.566331 -2.386350
H: 1.157139 2.161991 -2.785020
H: 0.594569 1.373771 -1.234090
C: 0.191459 1.161571 3.366360
O: 0.626809 1.852581 4.300010
N: -0.868671 1.200141 2.719440
N: 1.018349 0.430341 2.710040
H: -1.762511 1.384341 3.152120
H: -0.862941 0.872631 1.764030
H: 1.968149 0.272171 3.014930
H: 0.855529 0.320111 1.719370
C: 0.812859 -2.874039 1.018120
O: -0.075611 -2.921979 0.132460
N: 1.824109 -2.051719 0.863010
N: 1.069089 -3.699219 1.959750
H: 1.742049 -1.358239 0.133310
H: 2.553739 -2.134699 1.556440
H: 1.797609 -3.645509 2.657220
H: 0.339789 -4.374139 2.140600

Atoms 1-2, force components in eV/Å:
Zn 0.2071 0.2878 -0.0851
F -0.2876 0.0564 0.0710



[2]
Here is C3H4N2OS in the gas phase at a distorted geometry from the Open Molecules 2025 dataset. Energies are from wB97M-V/def2-TZVPD.

Total energy ... -19036.527 eV
2S+1 ... 1
HOMO-LUMO gap ... 8.60 eV
Relative energy (zero: lowest compared OMol25 entry of this formula, charge and spin) ... 58.1 kcal/mol

Positions of all 11 atoms, in Å:
C: -1.088444 -0.210341 -1.218450
C: -0.006067 -0.115737 -0.211715
N: 1.011310 -0.909944 -0.135941
N: 1.841319 -0.456082 0.810925
O: 1.179139 0.570775 1.559152
C: 0.062423 0.872488 0.867379
S: -0.944114 2.093974 1.258894
H: -1.132114 0.711193 -1.811030
H: -0.899499 -1.054557 -1.903103
H: -2.075676 -0.339999 -0.701372
H: 2.051723 -1.161770 1.485261

Atoms 1-2, force components in eV/Å:
C -0.6350 -0.3582 -0.0361
C 0.2845 -0.2527 0.0364



[3]
Here is a 2-piece molecular cluster, C3H5I overall at a distorted geometry from the Open Molecules 2025 dataset. Energies are from wB97M-V/def2-TZVPD.

Total energy ... -11285.758 eV
2S+1 ... 3
HOMO-LUMO gap (spin up / spin down) ... 6.61 / 6.06 eV
Relative energy (zero: lowest compared OMol25 entry of this formula, charge and spin) ... 48.8 kcal/mol
Expectation value of S² ... 2.014

Positions of all 9 atoms, in Å:
C: 1.115869 1.552245 -0.594264
C: 2.077650 1.008449 -0.112014
C: -1.395295 -0.810521 0.268559
I: 3.469679 -0.439963 0.158088
H: -0.391008 -1.209475 0.219307
H: 0.130830 1.912520 -0.623999
H: -1.640805 -0.649032 -0.750879
H: -2.070752 -1.518442 0.584204
H: -1.296166 0.154216 0.850998

Atoms 1-2, force components in eV/Å:
C -2.3734 0.5758 -0.6413
C 0.4537 2.2841 0.9526



[4]
Here is C16H46AgCdO9S7 as an isolated structure at a distorted geometry from the Open Molecules 2025 dataset. Energies are from wB97M-V/def2-TZVPD.

Total energy ... -120158.399 eV
2S+1 ... 1
HOMO-LUMO gap ... 4.23 eV
Relative energy (zero: lowest compared OMol25 entry of this formula, charge and spin) ... 75.9 kcal/mol
Charge ... +1

Positions of all 80 atoms, in Å:
Cd: -2.484035 -2.497243 0.066330
Ag: -4.601091 1.005817 -0.618406
O: -0.600067 -1.871776 0.870906
C: -0.389347 -0.621469 0.255167
C: -1.663969 0.158738 -0.166874
O: -2.787853 -0.509550 -0.741656
H: 0.225437 -0.800523 -0.639562
H: 0.258495 0.047495 0.835021
H: -1.392702 1.080739 -0.709367
H: -2.043569 0.684969 0.736080
C: -3.306188 0.990362 -3.970253
S: -2.064279 2.297655 -3.860048
O: -1.966253 2.806254 -5.259362
C: -3.017906 3.395548 -2.740664
H: -3.755053 0.604940 -3.051875
H: -2.912662 0.119251 -4.494147
H: -4.072144 1.407736 -4.629044
H: -2.381643 4.221685 -2.427558
H: -3.278453 2.835183 -1.832616
H: -3.914273 3.924350 -3.076564
C: 0.842013 1.108944 -5.749432
S: 1.966906 0.195954 -4.627394
O: 3.288981 0.875726 -4.636028
C: 1.082457 0.644947 -3.104928
H: 1.389510 1.317308 -6.677983
H: 0.449173 2.085568 -5.473286
H: 0.044906 0.518681 -6.212777
H: 1.097476 1.708478 -2.865654
H: 1.633266 0.203379 -2.270819
H: 0.073285 0.236773 -3.146139
C: -1.255289 2.285413 4.317202
S: -0.494206 0.701521 4.651929
O: -0.587410 0.480317 6.131374
C: -1.782745 -0.438745 4.031999
H: -1.592978 2.280050 3.278529
H: -0.549772 3.090390 4.508682
H: -2.121410 2.446408 4.962420
H: -2.471099 0.155342 3.422166
H: -2.259030 -0.916229 4.883108
H: -1.427054 -1.207674 3.346277
C: 1.186482 -3.898057 2.788791
S: 2.186529 -5.436668 2.951937
O: 2.484529 -5.708708 4.393367
C: 0.846153 -6.535437 2.491702
H: 1.845870 -3.092666 2.454257
H: 0.823520 -3.506566 3.740467
H: 0.381116 -3.953302 2.058836
H: -0.126712 -6.289798 2.914600
H: 1.120350 -7.531233 2.846243
H: 0.771395 -6.632811 1.405907
C: 1.025255 -4.373082 -1.464509
S: -0.594202 -4.430146 -2.238988
O: -1.431683 -3.441402 -1.473773
C: -0.159312 -3.627063 -3.813075
H: 1.120554 -3.686784 -0.620329
H: 1.701112 -3.936711 -2.200133
H: 1.330655 -5.374883 -1.174648
H: 0.585669 -2.838006 -3.748398
H: -1.076562 -3.280512 -4.288866
H: 0.230673 -4.415165 -4.461717
C: 3.594235 2.594197 3.874696
S: 4.249351 1.132071 3.053474
O: 4.617268 0.074662 4.064291
C: 2.665892 0.606143 2.376997
H: 3.206918 3.343723 3.177259
H: 4.282037 3.090551 4.553456
H: 2.675628 2.331736 4.413711
H: 2.944214 -0.243863 1.749620
H: 2.090752 1.367131 1.858311
H: 2.038771 0.143194 3.144142
C: -0.057616 3.896573 1.521970
S: 1.067882 4.647946 0.325718
O: 2.241204 3.726685 0.338220
C: 0.065878 4.251248 -1.168679
H: -0.090555 2.820025 1.386806
H: -1.036784 4.372452 1.403620
H: 0.307831 4.266667 2.478703
H: -0.751666 4.967099 -1.209015
H: -0.221678 3.198132 -1.154599
H: 0.679620 4.349913 -2.065124

Atoms 1-2, force components in eV/Å:
Cd 0.9462 0.5550 0.4643
Ag 0.9226 -0.7420 -0.1499